2 unconnected molecules or ions with the total composition C5H13NO in a non-equilibrium geometry, computed with ωB97M-V/def2-TZVPD.

For the relative energy (zero: lowest compared OMol25 entry of this formula, charge and spin), the calculation gives 264.54 kJ/mol. Its SMILES is CC(C)=C(C)N.O. The LUMO energy comes out at 0.7 eV. Its HOMO energy is -8.4275 eV.

The geometry in XYZ format:
```
20
Properties=species:S:1:pos:R:3:nbo_charge:R:1
C 1.3186 -0.5673 -2.5201 -0.64
C 0.4628 -0.4783 -1.2343 -0.03
C -0.4494 0.6763 -0.9718 -0.64
C 0.7919 -1.3105 -0.2049 0.17
C -0.0917 -1.6050 1.0117 -0.67
N 1.9274 -2.1908 -0.1257 -0.88
H 1.7933 -1.5187 -2.8029 0.24
H 2.0776 0.2527 -2.5936 0.21
H 0.7185 -0.3911 -3.4894 0.21
H 0.1944 1.6592 -0.8525 0.23
H -1.2789 0.5390 -0.2618 0.23
H -0.9964 0.8143 -2.0094 0.20
H 0.3362 -0.9525 1.8084 0.22
H -1.1214 -1.6082 0.7364 0.22
H 0.1865 -2.7030 1.3776 0.20
H 2.5329 -2.1795 0.7767 0.38
H 1.5984 -3.1021 -0.2951 0.36
O -3.0532 4.4608 3.2292 -0.92
H -3.3863 3.8568 2.5644 0.46
H -3.9139 4.6917 3.6037 0.46
```